{
  "formula": "C18H28ClFN5O5PS",
  "method": "ωB97M-V/def2-TZVPD",
  "e_lumo_ev": -1.8,
  "gap_ev": 6.81,
  "symbols": ["N", "N", "C", "C", "C", "O", "N", "C", "O", "F", "C", "P", "O", "C", "O", "O", "C", "S", "C", "C", "C", "Cl", "H", "H", "H", "H", "H", "H", "H", "H", "H", "H", "H", "H", "H", "H", "C", "C", "C", "C", "N", "H", "H", "H", "H", "H", "H", "H", "C", "C", "C", "C", "N", "H", "H", "H", "H", "H", "H", "H"],
  "coordinates": [[-3.5558, -0.1043, -1.0289], [-2.2662, 0.0636, -0.5069], [-1.5589, -0.7807, 0.1412], [-0.2071, -0.1919, 0.4714], [0.8482, -1.2764, 0.6045], [1.7608, -1.4342, -0.1204], [0.6646, -2.1502, 1.7733], [1.3695, -1.6671, 2.8748], [2.2608, -0.9110, 2.8753], [0.9042, -2.2031, 3.9990], [-0.1087, 0.7880, -0.7251], [0.0910, -0.1761, -2.3030], [-0.3379, 0.5248, -3.5331], [1.1074, 1.7555, -0.6192], [1.4156, 2.3108, -1.6814], [1.5902, 1.8352, 0.5431], [-1.5149, 1.3680, -0.6467], [-1.8883, 2.1531, 1.0230], [-1.9946, 2.3492, -1.6946], [-1.2735, 3.7056, -1.5888], [-2.2376, 4.8213, -1.2039], [-1.4095, 6.1122, -0.2959], [-3.4417, -0.5741, -1.9260], [-4.0614, -0.7548, -0.4346], [-1.9197, -1.7758, 0.3554], [-0.1710, 0.3158, 1.4348], [-0.3167, -2.1160, 2.0438], [-0.6238, -1.3948, -2.1748], [1.4391, -0.5281, -2.3585], [-3.1131, 1.6403, 1.1872], [-3.0478, 2.5380, -1.5001], [-1.9278, 1.9542, -2.7030], [-0.4957, 3.6911, -0.8343], [-0.7668, 3.9412, -2.5146], [-2.9968, 4.4511, -0.5283], [-2.7257, 5.2508, -2.0708], [1.0870, -1.2998, -6.2243], [2.2948, -2.1533, -5.8521], [1.9185, -3.5813, -5.4346], [1.1031, -3.6056, -4.2239], [0.4525, -3.6160, -3.2787], [0.4110, -1.1645, -5.3793], [1.4064, -0.3090, -6.5429], [0.5262, -1.7550, -7.0441], [2.8479, -1.6693, -5.0454], [2.9695, -2.2182, -6.7070], [2.8225, -4.1649, -5.2539], [1.3761, -4.0793, -6.2400], [0.5167, -0.7394, 8.0321], [1.5319, -0.8457, 6.8994], [1.4319, 0.3085, 5.8968], [0.1493, 0.3259, 5.2000], [-0.8524, 0.3390, 4.6403], [-0.5060, -0.7828, 7.6546], [0.6442, -1.5610, 8.7365], [0.6378, 0.1962, 8.5809], [1.4005, -1.7952, 6.3781], [2.5395, -0.8481, 7.3170], [2.2257, 0.2241, 5.1524], [1.5752, 1.2638, 6.4043]],
  "nbo_charge": [-0.607, -0.144, 0.250, -0.377, 0.725, -0.446, -0.695, 0.963, -0.526, -0.326, -0.540, 1.539, -1.096, 0.758, -0.699, -0.722, 0.135, 0.027, -0.471, -0.428, -0.358, -0.065, 0.392, 0.374, 0.233, 0.345, 0.381, -0.105, -0.022, 0.111, 0.218, 0.270, 0.246, 0.247, 0.203, 0.210, -0.617, -0.378, -0.517, 0.325, -0.381, 0.229, 0.226, 0.196, 0.213, 0.209, 0.252, 0.245, -0.612, -0.379, -0.530, 0.331, -0.390, 0.211, 0.216, 0.204, 0.213, 0.211, 0.277, 0.248]
}


{
  "formula": "C35H36N5O3PdTe",
  "method": "ωB97M-V/def2-TZVPD",
  "spin_multiplicity": 4,
  "e_lumo_ev": [-0.4, -1.3],
  "gap_ev": [4.98, 6.41],
  "s2": 3.789,
  "de_lowest_kcal_mol": 12.9,
  "symbols": ["Pd", "C", "C", "C", "C", "N", "C", "C", "C", "C", "C", "C", "N", "C", "C", "C", "C", "C", "N", "H", "H", "H", "H", "H", "H", "H", "H", "H", "H", "H", "O", "N", "O", "C", "C", "O", "N", "Te", "C", "C", "C", "C", "C", "C", "C", "C", "C", "C", "C", "C", "C", "C", "C", "C", "C", "C", "H", "H", "H", "H", "H", "H", "H", "H", "H", "H", "H", "H", "H", "H", "H", "H", "H", "H", "H", "H", "H", "H", "H", "H", "H"],
  "coordinates": [[-0.8063, 0.4888, -3.0870], [-4.6379, 1.3242, -1.3434], [-4.9378, 0.0954, -0.7344], [-4.0564, -0.9490, -0.8315], [-2.8578, -0.7851, -1.5502], [-2.5978, 0.4249, -2.1592], [-3.4577, 1.4427, -2.0380], [-1.8340, -1.7608, -1.6961], [-1.8135, -3.0907, -1.2373], [-0.7175, -3.8786, -1.4666], [0.4088, -3.3603, -2.1657], [0.3585, -2.0706, -2.6083], [-0.7335, -1.3063, -2.3825], [1.4063, -1.3454, -3.3510], [2.6561, -1.8759, -3.6278], [3.5801, -1.1145, -4.3198], [3.2332, 0.1679, -4.7180], [1.9751, 0.6454, -4.4066], [1.0771, -0.0875, -3.7418], [-5.3031, 2.1713, -1.2690], [-5.8585, -0.0269, -0.1784], [-4.2661, -1.8960, -0.3522], [-3.1522, 2.3649, -2.5144], [-2.6664, -3.4881, -0.7030], [-0.7041, -4.9004, -1.1132], [1.2815, -3.9744, -2.3316], [2.8981, -2.8735, -3.2912], [4.5606, -1.5147, -4.5419], [3.9255, 0.7975, -5.2579], [1.6443, 1.6424, -4.6684], [-0.3035, 4.1418, -4.5240], [-0.1262, 2.9708, -4.3202], [-1.1288, 2.3788, -3.7373], [0.0929, 5.1741, -0.9967], [-0.4368, 3.7662, -0.9108], [-1.6018, 3.5121, -0.6111], [0.4433, 2.7801, -1.2751], [-0.2122, 0.9310, 0.5190], [-0.4673, 1.1759, 2.6047], [-1.7884, 1.3890, 3.0425], [-2.9433, 1.4987, 2.0813], [-2.0229, 1.4988, 4.4065], [-0.9939, 1.4178, 5.3367], [-1.2672, 1.5384, 6.8119], [0.3016, 1.2467, 4.8733], [0.5916, 1.1341, 3.5170], [2.0249, 0.9849, 3.0846], [1.0664, -0.7646, 0.5528], [0.6139, -1.9430, 1.1568], [-0.7222, -2.0478, 1.8438], [1.4400, -3.0648, 1.1240], [2.6794, -3.0479, 0.5034], [3.5571, -4.2702, 0.4868], [3.0958, -1.8668, -0.0997], [2.3124, -0.7188, -0.0832], [2.8310, 0.5357, -0.7325], [-0.3980, 5.7887, -0.2444], [-0.1559, 5.5545, -1.9897], [1.1741, 5.2044, -0.8754], [-2.7666, 2.2688, 1.3265], [-3.8580, 1.7586, 2.6135], [-3.1118, 0.5611, 1.5449], [-3.0389, 1.6581, 4.7519], [-2.3362, 1.5992, 7.0118], [-0.7961, 2.4325, 7.2242], [-0.8685, 0.6793, 7.3535], [1.1173, 1.2110, 5.5885], [2.6986, 1.2799, 3.8882], [2.2264, 1.6113, 2.2133], [2.2604, -0.0437, 2.8060], [-1.5097, -1.5998, 1.2313], [-0.7227, -1.5263, 2.8034], [-0.9744, -3.0924, 2.0249], [1.0908, -3.9823, 1.5865], [3.0066, -5.1564, 0.8004], [4.4070, -4.1484, 1.1612], [3.9602, -4.4531, -0.5109], [4.0612, -1.8316, -0.5957], [3.8054, 0.3581, -1.1882], [2.9367, 1.3361, 0.0035], [2.1519, 0.9145, -1.4972]],
  "lowdin_spin": [0.032, 0.093, 0.034, 0.052, 0.080, 0.110, 0.013, 0.152, 0.011, 0.089, 0.060, 0.040, 0.183, 0.007, 0.002, 0.009, 0.004, 0.007, 0.006, 0.005, 0.000, 0.002, -0.001, -0.001, 0.005, 0.002, 0.000, 0.000, 0.000, 0.000, 0.003, 0.003, 0.014, 0.033, 0.119, 0.169, 1.265, 0.225, 0.042, 0.016, 0.005, 0.000, 0.011, 0.002, -0.001, 0.012, 0.005, 0.028, 0.009, 0.009, 0.002, 0.001, 0.000, 0.001, 0.003, 0.001, 0.006, 0.000, 0.004, 0.001, 0.000, 0.002, 0.000, 0.000, 0.001, 0.001, 0.000, 0.000, 0.002, 0.001, 0.005, 0.000, 0.001, 0.001, 0.000, 0.000, 0.000, 0.000, 0.000, 0.001, -0.002]
}


{
  "formula": "C63H90BBaN11O3",
  "method": "ωB97M-V/def2-TZVPD",
  "spin_multiplicity": 2,
  "e_lumo_ev": [1.9, 1.4],
  "gap_ev": [5.73, 5.25],
  "s2": 0.770,
  "total_charge": -1,
  "symbols": ["Ba", "C", "C", "C", "C", "C", "C", "C", "C", "N", "C", "C", "N", "C", "C", "N", "C", "C", "C", "C", "C", "C", "C", "C", "C", "O", "C", "C", "C", "C", "C", "C", "C", "C", "C", "C", "C", "C", "C", "C", "C", "O", "C", "C", "C", "C", "C", "C", "C", "C", "C", "O", "C", "C", "C", "C", "C", "C", "H", "H", "H", "H", "H", "H", "H", "H", "H", "H", "H", "H", "H", "H", "H", "H", "H", "H", "H", "H", "H", "H", "H", "H", "H", "H", "H", "H", "H", "H", "H", "H", "H", "H", "H", "H", "H", "H", "H", "H", "H", "H", "H", "H", "H", "H", "H", "H", "H", "H", "H", "H", "H", "H", "H", "H", "H", "H", "H", "H", "H", "H", "H", "H", "H", "H", "H", "H", "H", "H", "H", "H", "H", "H", "H", "H", "H", "H", "C", "C", "N", "N", "C", "B", "N", "C", "C", "C", "N", "N", "C", "C", "C", "N", "N", "C", "C", "C", "N", "H", "H", "H", "H", "H", "H", "H", "H", "H", "H", "H", "H"],
  "coordinates": [[-0.1611, 0.0845, -0.5685], [-7.1252, 1.7233, -4.9312], [-6.6613, 2.7960, -3.9463], [-7.8127, 3.0790, -2.9734], [-6.3576, 4.0705, -4.7461], [-5.4170, 2.3704, -3.1687], [-4.8165, 1.1301, -3.3056], [-3.6720, 0.7819, -2.5918], [-3.1996, -0.6398, -2.6639], [-1.7862, -0.9351, -2.9864], [-1.6705, -2.3879, -3.2187], [-0.6496, -3.1631, -2.3699], [0.5681, -2.4158, -2.0575], [1.1376, -1.8534, -3.3095], [1.8075, -0.4860, -3.2530], [0.9491, 0.6759, -2.9779], [-0.1670, 0.9139, -3.9035], [-1.2838, -0.1330, -4.1203], [1.8004, 1.9134, -2.9428], [1.9917, 2.7098, -1.6735], [1.6473, 4.0553, -1.6900], [2.1058, 4.9319, -0.7222], [2.9299, 4.3729, 0.2614], [3.2893, 3.0432, 0.3576], [2.8129, 2.1262, -0.6583], [3.0728, 0.8784, -0.7324], [4.2799, 2.6863, 1.4806], [3.9324, 3.4156, 2.7893], [4.3140, 1.2055, 1.8391], [5.6840, 3.1098, 1.0335], [1.8424, 6.4330, -0.7078], [0.9649, 6.8733, -1.8787], [3.1721, 7.1905, -0.8057], [1.1443, 6.8318, 0.5985], [1.6086, -3.2445, -1.4693], [1.5461, -4.0444, -0.1609], [2.7696, -4.7036, 0.0068], [3.0330, -5.5722, 1.0390], [1.9792, -5.8478, 1.8956], [0.7084, -5.3058, 1.7582], [0.5424, -4.2923, 0.7769], [-0.6611, -3.6222, 0.6310], [-0.3780, -5.9497, 2.6557], [-0.1555, -5.5283, 4.1167], [-1.8304, -5.6477, 2.2588], [-0.2682, -7.4913, 2.5692], [4.3892, -6.2422, 1.2446], [5.0463, -5.6831, 2.5096], [5.3278, -6.0013, 0.0638], [4.2110, -7.7579, 1.4107], [-3.0636, 1.7213, -1.7347], [-1.9345, 1.4064, -1.1707], [-3.7073, 2.9732, -1.5168], [-4.8478, 3.2529, -2.2480], [-3.1562, 3.9392, -0.4783], [-3.1427, 3.2623, 0.8988], [-1.7516, 4.3863, -0.8671], [-4.0171, 5.2040, -0.3572], [-7.9990, 2.0825, -5.4790], [-7.4103, 0.8034, -4.4193], [-6.3511, 1.4778, -5.6582], [-8.7089, 3.3863, -3.5178], [-7.5553, 3.8749, -2.2755], [-8.0523, 2.1895, -2.3902], [-7.2415, 4.3933, -5.3025], [-5.5477, 3.8983, -5.4553], [-6.0548, 4.8876, -4.0938], [-5.2379, 0.3870, -3.9728], [-3.8472, -1.1473, -3.4015], [-3.3890, -1.1398, -1.7055], [-1.4932, -2.5663, -4.2861], [-2.6412, -2.8496, -3.0127], [-0.3990, -4.0874, -2.9254], [-1.1023, -3.4684, -1.4277], [0.3645, -1.8378, -4.0617], [1.8905, -2.5544, -3.7086], [2.2965, -0.3487, -4.2376], [2.5945, -0.4553, -2.4967], [0.2305, 1.1200, -4.9174], [-0.6385, 1.8359, -3.5615], [-0.9857, -0.8138, -4.9225], [-2.1201, 0.4480, -4.5305], [1.3973, 2.5917, -3.7009], [2.7942, 1.5971, -3.2827], [1.0358, 4.4033, -2.5152], [3.3348, 5.0446, 1.0064], [2.9132, 3.1781, 3.0965], [4.0207, 4.4998, 2.7293], [4.6137, 3.0841, 3.5760], [3.3406, 0.8685, 2.1892], [5.0308, 1.0596, 2.6532], [4.5804, 0.5915, 0.9900], [5.7182, 4.1724, 0.7886], [5.9798, 2.5524, 0.1436], [6.4176, 2.9109, 1.8192], [1.4362, 6.6492, -2.8367], [0.7957, 7.9516, -1.8339], [-0.0055, 6.3810, -1.8602], [3.7238, 6.8866, -1.6963], [3.8074, 6.9934, 0.0570], [2.9993, 8.2682, -0.8556], [0.1669, 6.3563, 0.6788], [1.0001, 7.9137, 0.6507], [1.7315, 6.5300, 1.4651], [2.4787, -2.5927, -1.3586], [1.8913, -4.0049, -2.2233], [3.5345, -4.4973, -0.7286], [2.1476, -6.5472, 2.6967], [-0.0807, -4.4484, 4.2332], [0.7663, -5.9601, 4.5088], [-0.9808, -5.8823, 4.7373], [-2.1962, -4.7345, 2.7138], [-2.4627, -6.4512, 2.6419], [-1.9738, -5.5901, 1.1790], [0.6990, -7.8856, 2.8604], [-0.4776, -7.8348, 1.5563], [-1.0114, -7.9316, 3.2348], [5.2452, -4.6190, 2.4048], [5.9938, -6.1936, 2.6977], [4.4064, -5.8157, 3.3820], [5.5874, -4.9476, -0.0412], [4.8957, -6.3374, -0.8792], [6.2580, -6.5486, 0.2249], [3.6612, -8.0091, 2.3172], [5.1868, -8.2418, 1.4769], [3.6702, -8.1856, 0.5657], [-5.3293, 4.2087, -2.0944], [-2.5461, 2.3541, 0.9049], [-4.1623, 3.0147, 1.2014], [-2.7263, 3.9455, 1.6439], [-1.0509, 3.5610, -0.9437], [-1.3661, 5.0931, -0.1293], [-1.7741, 4.8957, -1.8346], [-5.0435, 4.9761, -0.0647], [-4.0456, 5.7721, -1.2887], [-3.5892, 5.8515, 0.4102], [3.5555, -2.0913, 2.4930], [3.1760, -1.6281, 1.2284], [1.9301, -1.2146, 1.2251], [1.4611, -1.3998, 2.4905], [2.4362, -1.9107, 3.2681], [0.0750, -0.8147, 2.7624], [0.0753, 0.7481, 2.7591], [0.0930, 1.5548, 3.8407], [0.2446, 2.8542, 3.4215], [0.3143, 2.7562, 2.0240], [0.2194, 1.5004, 1.6395], [-0.8939, -1.4297, 1.6581], [-1.2299, -2.8556, 1.7047], [-2.7086, -2.8083, 1.4302], [-3.0113, -1.5411, 1.0882], [-1.9489, -0.6970, 1.2467], [-0.5286, -1.2428, 4.1152], [-1.8094, -1.0168, 4.4698], [-2.0060, -1.5275, 5.7324], [-0.7530, -2.0565, 6.0754], [0.1279, -1.8831, 5.1045], [4.5108, -2.4584, 2.8154], [3.7527, -1.5201, 0.3258], [2.2491, -2.1008, 4.3070], [0.0056, 1.1275, 4.8252], [0.3026, 3.7397, 4.0269], [0.4446, 3.5260, 1.2815], [-0.9124, -3.2551, 2.6702], [-3.3516, -3.6675, 1.3600], [-3.9360, -1.1264, 0.7212], [-2.4743, -0.4974, 3.8008], [-2.9110, -1.5169, 6.3115], [-0.4526, -2.5590, 6.9800]],
  "lowdin_spin": [0.012, 0.000, 0.000, 0.000, 0.000, 0.000, 0.000, 0.000, 0.000, 0.000, 0.000, 0.001, 0.000, 0.000, 0.000, 0.000, 0.000, 0.000, 0.000, 0.000, 0.000, 0.000, 0.000, 0.000, 0.000, 0.001, 0.000, 0.000, 0.000, 0.000, 0.000, 0.000, 0.000, 0.000, 0.000, 0.001, 0.001, 0.000, 0.000, 0.001, 0.005, 0.035, 0.001, 0.001, 0.001, 0.000, 0.000, 0.000, 0.000, 0.000, 0.000, 0.003, 0.000, 0.000, 0.000, 0.000, 0.000, 0.000, 0.000, 0.000, 0.000, 0.000, 0.000, 0.000, 0.000, 0.000, 0.000, 0.000, 0.000, -0.001, 0.000, 0.000, 0.000, 0.001, 0.000, 0.000, 0.000, 0.000, 0.000, 0.000, 0.000, 0.000, 0.000, 0.000, 0.000, 0.000, 0.000, 0.000, 0.000, 0.000, 0.000, 0.000, 0.000, 0.000, 0.000, 0.000, 0.000, 0.000, 0.000, 0.000, 0.000, 0.000, 0.000, 0.000, 0.000, 0.000, 0.000, 0.000, 0.001, 0.000, 0.000, 0.001, 0.000, 0.000, 0.000, 0.000, 0.000, 0.000, 0.000, 0.000, 0.000, 0.000, 0.000, 0.000, 0.000, 0.000, 0.000, 0.000, 0.000, 0.000, 0.000, 0.000, 0.000, 0.000, 0.000, 0.000, 0.000, 0.000, 0.004, 0.000, 0.000, 0.016, -0.001, 0.000, 0.000, 0.000, 0.000, 0.195, 0.051, 0.236, 0.009, 0.386, 0.008, 0.004, 0.000, 0.003, 0.001, 0.000, 0.000, 0.000, 0.000, 0.000, 0.000, 0.013, 0.014, -0.006, 0.001, 0.000, 0.000]
}


Which max |F| belongs to each record? In order, 1.93, 0.33, 2.38 eV Å⁻¹.